Record 1
Entry from the Open Molecules 2025 dataset: C24H36P2SiTl as an isolated structure (wB97M-V/def2-TZVPD).

Values from the calculation:
Relative energy (zero: lowest compared OMol25 entry of this formula, charge and spin), kcal/mol: 36.15
Total charge: +1

Element x y z (Å)
1 C 0.88414 -1.24833 2.78527
2 C 1.92674 -0.29725 2.55739
3 C 1.36588 1.00522 2.68863
4 H 2.97558 -0.52187 2.36345
5 C -0.01876 0.86664 2.98335
6 C -0.31794 -0.52752 3.03763
7 H -1.29157 -0.95583 3.26579
8 H 0.99530 -2.33223 2.79187
9 H 1.91439 1.94235 2.61361
10 H -0.72641 1.67968 3.14741
11 Tl 0.36899 -0.11944 -0.31687
12 C 3.73827 1.79242 -3.83815
13 H 3.59606 2.81253 -3.48065
14 H 4.05669 1.74808 -4.90062
15 H 4.58724 1.31101 -3.28283
16 Si 3.15756 0.49174 -2.49635
17 C 3.49901 -1.30299 -2.54278
18 C 3.58486 -2.10068 -1.39426
19 H 3.50017 -1.65398 -0.39963
20 C 3.76399 -3.49091 -1.50968
21 H 3.85579 -4.09656 -0.60860
22 C 3.79079 -4.10269 -2.75912
23 H 3.93588 -5.17999 -2.85409
24 C 3.62901 -3.30879 -3.90427
25 H 3.61738 -3.77702 -4.88492
26 C 3.45157 -1.92871 -3.80342
27 H 3.25932 -1.31916 -4.69004
28 C 3.91338 1.19704 -0.92522
29 C 5.19508 0.80049 -0.51613
30 H 5.73871 0.03688 -1.07256
31 C 5.82215 1.43804 0.55998
32 H 6.79570 1.09765 0.89371
33 C 5.21680 2.49150 1.24002
34 H 5.71668 3.00145 2.07204
35 C 3.93393 2.86822 0.84498
36 H 3.42561 3.66341 1.37920
37 C 3.28098 2.23031 -0.21704
38 H 2.28068 2.56975 -0.53021
39 H 1.65876 0.55107 -2.42178
40 H 2.67256 1.25088 -3.94200
41 C -1.12710 -1.27665 -3.22543
42 P -1.87638 0.16683 -4.10554
43 C -3.66153 -0.31093 -4.01172
44 C -1.79328 1.56470 -2.85577
45 C -2.79313 1.63213 -1.68379
46 P -2.46431 0.51570 -0.24640
47 C -3.03744 1.51001 1.15852
48 C -3.78412 -0.74218 -0.38524
49 H -1.25710 -2.16181 -3.86172
50 H -1.59097 -1.46604 -2.24698
51 H -0.04550 -1.11365 -3.13233
52 H -4.30208 0.57936 -3.99745
53 H -3.87350 -0.86021 -4.94066
54 H -3.87340 -0.95508 -3.14797
55 H -0.75248 1.60389 -2.49424
56 H -1.93677 2.46877 -3.47164
57 H -2.74123 2.63811 -1.24222
58 H -3.82936 1.47464 -2.01921
59 H -4.09179 1.78486 1.04145
60 H -2.91558 0.92603 2.07527
61 H -2.44383 2.42474 1.25757
62 H -4.68021 -0.34618 -0.87942
63 H -3.42106 -1.61913 -0.93178
64 H -4.04202 -1.07485 0.62705

Record 2
Entry from the Open Molecules 2025 dataset: C24H37AlBCl4CsKN5O16P as an isolated structure (wB97M-V/def2-TZVPD).

Values from the calculation:
DFT total energy, eV: -149200.19848
Total charge: +1

Element x y z (Å)
1 C 5.20400 -1.23931 1.82586
2 N 4.69968 -0.66020 0.60143
3 C 4.15995 0.57268 0.71876
4 N 2.70481 0.60988 1.17792
5 N 2.14667 -0.57606 1.35331
6 C 0.90915 -0.54861 1.65369
7 C 0.21973 -1.87609 1.81197
8 O -1.12534 -1.67632 2.35406
9 C -1.17016 -1.73120 3.80329
10 C -1.40633 -0.47885 4.49947
11 O -0.97667 -2.79183 4.27348
12 C 0.16577 0.53158 1.82959
13 C 0.74563 1.71225 1.68093
14 N -0.10330 2.75373 1.84140
15 C -0.64348 2.98220 2.96304
16 C -0.03249 2.92086 4.29308
17 C -2.06587 3.23516 2.81742
18 C 2.05972 1.72279 1.32660
19 B 2.77274 3.15557 1.04127
20 N 3.40092 3.49756 -0.16007
21 O 2.69312 4.09393 2.02771
22 H 5.97144 -0.61642 2.22721
23 H 5.54293 -2.23981 1.68891
24 H 4.42789 -1.26159 2.59121
25 H 4.16477 -1.30500 0.05114
26 H 4.12750 0.99818 -0.25434
27 H 4.77632 1.14311 1.38010
28 H 0.82913 -2.52843 2.40823
29 H 0.15792 -2.31554 0.83652
30 H -1.94517 0.20803 3.88219
31 H -2.00812 -0.64342 5.36447
32 H -0.46127 -0.04682 4.75319
33 H -0.85854 0.47818 2.08250
34 H 1.02558 3.07630 4.28205
35 H -0.20510 1.97595 4.76418
36 H -0.50218 3.63709 4.92578
37 H -2.34724 2.22049 2.50535
38 H -2.54655 3.49432 3.73377
39 H -2.29844 4.00255 2.11009
40 H 3.23040 2.82405 -0.90816
41 H 4.40360 3.48584 -0.03716
42 H 3.20725 3.84174 2.79480
43 C -1.31350 1.83265 -0.30055
44 C -0.70635 1.98749 -1.45705
45 C -1.33413 1.56994 -2.71094
46 O -0.68986 1.72059 -3.73400
47 C -2.69924 0.97738 -2.64399
48 C -3.32361 0.82635 -1.46647
49 C -2.65930 1.24034 -0.19528
50 O -3.13410 1.10922 0.91426
51 H -0.84918 2.12927 0.62440
52 H 0.28664 2.41595 -1.53395
53 H -3.15172 0.67373 -3.58068
54 H -4.31208 0.39187 -1.38784
55 O 6.61818 -0.62266 -1.88363
56 P 7.68660 -1.51453 -1.21972
57 O 7.06431 -2.87575 -0.94715
58 O 8.09907 -0.87099 0.09556
59 O 8.84623 -1.62957 -2.19110
60 O -4.79317 -1.73566 2.44483
61 H -5.30195 -2.41661 1.96317
62 H -3.66270 -1.94258 2.35836
63 H -5.08682 -1.66256 3.38226
64 Al -2.07002 -3.56121 2.02714
65 C 1.57389 1.86476 -6.58949
66 Cl 1.68543 0.29869 -5.74264
67 Cl -0.11425 2.07128 -7.21020
68 Cl 1.97268 3.19831 -5.44273
69 Cl 2.74911 1.89355 -7.97509
70 O -4.97249 0.49039 3.17920
71 H -4.20891 0.59315 2.60440
72 C 2.68772 0.37875 -2.37204
73 O 2.15524 1.02391 -1.41783
74 O 2.12300 0.18539 -3.50869
75 O 3.84182 -0.18577 -2.31474
76 K 1.11044 3.96504 -7.83097
77 O -4.50551 -1.60796 -4.32571
78 C -4.59602 -2.54281 -3.58393
79 O -4.50631 -2.31972 -2.26178
80 C -4.77891 -3.30374 -1.26372
81 C -3.56520 -4.16487 -0.97831
82 C -4.71568 -3.96032 -4.09655
83 H -5.65231 -3.89596 -1.53388
84 H -5.04813 -2.73960 -0.37268
85 H -3.25536 -4.73273 -1.85440
86 H -3.78136 -4.87013 -0.17371
87 H -2.72127 -3.53810 -0.68445
88 H -3.72011 -4.33833 -4.32322
89 H -5.30371 -3.94155 -5.00850
90 H -5.21248 -4.64040 -3.40969
91 Cs 4.19510 0.13759 -4.98253

Record 3
Entry from the Open Molecules 2025 dataset: C24H37As3N3O2Se2Te2V as an isolated structure (wB97M-V/def2-TZVPD).

Values from the calculation:
Relative energy (zero: lowest compared OMol25 entry of this formula, charge and spin), kcal/mol: 36.51
2S+1: 4
Total charge: -1

Element x y z (Å)
1 V -0.83835 2.22575 -0.31019
2 O -3.10195 -1.96854 2.55855
3 C -2.57689 -1.16392 3.52292
4 C -2.63819 -1.55246 4.85921
5 C -2.08087 -0.76773 5.85400
6 C -1.44571 0.41919 5.52118
7 C -1.37829 0.79787 4.19171
8 C -1.93882 0.03131 3.17192
9 C -1.77444 0.54826 1.78014
10 O -0.75851 1.29723 1.57498
11 N -2.70108 0.23331 0.89255
12 N -2.40227 0.86262 -0.28013
13 C -3.16636 0.75192 -1.30374
14 C -2.76402 1.51270 -2.48239
15 C -3.48294 1.46925 -3.66674
16 C -3.07961 2.27256 -4.72278
17 C -1.99190 3.10598 -4.55182
18 C -1.32056 3.09380 -3.33635
19 N -1.66811 2.29322 -2.33301
20 H -3.45037 -2.75873 2.98357
21 H -3.12746 -2.48764 5.11356
22 H -2.14165 -1.08790 6.88666
23 H -1.00669 1.04015 6.29056
24 H -0.87310 1.70912 3.90082
25 H -4.08069 0.16531 -1.29023
26 H -4.35364 0.83178 -3.74174
27 H -3.62846 2.26584 -5.65623
28 H -1.66844 3.78765 -5.32599
29 H -0.49211 3.76931 -3.15417
30 C 3.02658 2.33224 -0.16283
31 As 1.59826 1.47428 -1.18748
32 C 1.96557 2.32037 -2.90319
33 C 2.55102 -0.20907 -1.64682
34 C 2.37046 -1.48894 -0.81230
35 C 3.68356 -2.28018 -0.89530
36 C 1.26710 -2.36631 -1.42596
37 As -0.51090 -1.50519 -1.55064
38 C -1.12266 -2.47129 -3.15230
39 C -1.40207 -2.63971 -0.22599
40 C 2.05581 -1.13836 0.65113
41 As 2.04770 -2.63810 1.93200
42 C 1.28414 -1.61272 3.41520
43 C 3.91578 -2.50559 2.54161
44 H 4.00264 2.07161 -0.57388
45 H 2.96818 2.02982 0.88225
46 H 2.87931 3.41053 -0.21783
47 H 3.00689 2.15336 -3.18477
48 H 1.77934 3.39250 -2.81317
49 H 1.30963 1.90060 -3.66607
50 H 3.60172 0.09359 -1.62836
51 H 2.30699 -0.41402 -2.69343
52 H 3.95835 -2.44888 -1.93937
53 H 3.58505 -3.25675 -0.41349
54 H 4.50033 -1.73644 -0.41310
55 H 1.15530 -3.29559 -0.86003
56 H 1.56775 -2.64149 -2.44178
57 H -0.93927 -3.54385 -3.06734
58 H -0.60748 -2.08069 -4.02985
59 H -2.19195 -2.29752 -3.27755
60 H -1.31072 -3.69098 -0.50369
61 H -2.44716 -2.35031 -0.12996
62 H -0.93325 -2.47379 0.74430
63 H 1.06894 -0.66442 0.71632
64 H 2.77850 -0.40121 1.01757
65 H 0.21534 -1.47847 3.25795
66 H 1.74669 -0.62915 3.50399
67 H 1.42929 -2.16881 4.34194
68 H 4.58834 -2.96167 1.81732
69 H 4.01631 -3.03695 3.48840
70 H 4.19706 -1.46158 2.68808
71 Se 0.15829 4.55987 0.30704
72 Te 0.60173 6.01552 -1.66486
73 Te -3.47479 5.26685 -1.33442
74 Se -2.31618 4.16970 0.56387

Q: What is the total charge in the third record?
A: -1

Q: What is the total charge in the first record?
A: +1

Q: What is the total charge in the third record?
A: -1

Q: Which of these has the lowest total charge?
A: C24H37As3N3O2Se2Te2V